Record 1
Formula: C5H12FIO3Si
Source: the OMol25 dataset
Level of theory: wB97M-V/def2-TZVPD

Computed properties:
* HOMO: -0.320 hartree
* relative energy (zero: lowest compared OMol25 entry of this formula, charge and spin): 0.0 kJ/mol

Each line ends with the natural charge from an NBO analysis.
Cartesian coordinates (Å):
C -0.042 1.835 1.418  -0.243
O -0.541 0.908 0.469  -0.890
Si -0.104 -0.647 0.512  2.129
O 1.422 -0.743 -0.005  -0.912
C 2.351 -1.780 0.050  -0.237
O -1.315 -1.231 -0.450  -0.906
C -1.572 -2.370 -1.186  -0.203
H 1.014 1.696 1.828  0.168
H -0.615 1.661 2.338  0.170
H -0.171 2.775 1.039  0.188
H -0.103 -1.265 1.767  -0.297
H 2.768 -1.913 -0.968  0.191
H 1.885 -2.645 0.543  0.169
H 3.131 -1.441 0.776  0.177
H -0.792 -2.683 -1.674  0.158
H -2.401 -2.139 -2.000  0.169
H -1.992 -3.162 -0.472  0.164
F -2.890 2.900 -2.600  -0.360
C -3.307 1.704 -2.059  0.203
C -3.746 1.685 -0.820  -0.486
I -4.319 -0.099 0.009  0.192
H -3.044 1.015 -2.887  0.199
H -3.817 2.685 -0.269  0.256



Record 2
Formula: C5H12FP
Source: the OMol25 dataset
Level of theory: wB97M-V/def2-TZVPD

Computed properties:
* HOMO: -0.259 hartree
* relative energy (zero: lowest compared OMol25 entry of this formula, charge and spin): 289.0 kJ/mol

Each line ends with the natural charge from an NBO analysis.
Cartesian coordinates (Å):
C -1.343 -1.517 -0.269  -0.685
C -0.052 -1.027 -0.469  -0.357
C 0.247 -0.984 -2.055  -0.647
P 0.331 0.418 0.627  1.438
C 1.846 1.321 0.119  -0.971
C -0.824 1.366 1.987  -0.845
F 0.867 -0.778 1.897  -0.638
H -2.108 -0.794 -0.719  0.191
H -1.636 -1.701 0.783  0.221
H -1.422 -2.460 -0.940  0.224
H 0.204 -1.923 -2.743  0.229
H -0.435 -0.300 -2.453  0.194
H 1.215 -0.528 -2.135  0.199
H 1.729 2.384 0.244  0.244
H 2.696 1.008 0.827  0.267
H 2.011 1.103 -0.957  0.257
H -0.971 2.161 1.381  0.201
H -1.795 0.746 1.856  0.234
H -0.559 1.504 3.018  0.246



Record 3
Formula: C5H12FP
Source: the OMol25 dataset
Level of theory: wB97M-V/def2-TZVPD

Computed properties:
* HOMO: -0.249 hartree
* relative energy (zero: lowest compared OMol25 entry of this formula, charge and spin): 270.2 kJ/mol

Each line ends with the natural charge from an NBO analysis.
Cartesian coordinates (Å):
C 2.063 -1.242 -0.593  -0.669
C 1.558 -0.167 0.337  -0.217
F 2.557 0.806 0.481  -0.398
P -0.060 0.366 0.041  1.346
C -0.411 1.940 0.815  -0.949
C -0.908 -1.057 1.021  -0.889
C -1.365 0.360 -1.437  -0.936
H 1.233 -1.922 -0.695  0.207
H 2.516 -0.863 -1.524  0.194
H 2.849 -1.833 -0.209  0.210
H 0.090 1.824 1.720  0.255
H -1.484 1.857 1.213  0.242
H -0.172 2.765 0.235  0.255
H -1.921 -0.695 0.993  0.204
H -1.039 -1.991 0.549  0.241
H -0.537 -0.991 2.000  0.237
H -2.241 0.789 -1.027  0.218
H -1.044 0.806 -2.319  0.225
H -1.683 -0.752 -1.602  0.224



Record 4
Formula: C5H12IO6PSiV
Source: the OMol25 dataset
Level of theory: wB97M-V/def2-TZVPD

Computed properties:
* total charge: +1
* HOMO: -0.439 hartree

Each line ends with the natural charge from an NBO analysis.
Cartesian coordinates (Å):
O -3.228 -4.784 -2.442  -0.518
C -2.559 -4.082 -3.208  0.639
O -2.078 -2.830 -2.739  -0.568
C -0.883 -3.011 -1.911  -0.079
C -0.192 -1.568 -1.828  -0.413
C 1.048 -1.504 -0.808  -0.409
C 1.340 0.078 -0.560  -0.861
Si 1.133 0.569 1.299  0.750
I -1.026 -0.236 2.257  -0.174
P 1.312 2.794 1.335  0.889
O 1.312 3.188 3.045  -0.858
O -0.206 3.316 0.674  -0.954
H -2.342 -4.356 -4.293  0.149
H -1.131 -3.452 -0.884  0.196
H -0.129 -3.734 -2.388  0.178
H -0.980 -0.846 -1.434  0.211
H 0.200 -1.280 -2.862  0.222
H 0.830 -2.050 0.175  0.210
H 1.928 -2.015 -1.340  0.226
H 2.403 0.359 -0.846  0.260
H 0.545 0.690 -1.123  0.251
H 2.279 0.022 2.025  -0.132
H 0.981 2.362 3.470  0.505
H -0.015 4.187 0.268  0.497
O 0.627 4.622 4.175  -0.581
V -0.184 6.058 4.703  2.046
O -0.987 7.502 5.239  -0.683